A 4-piece molecular cluster, C44H95N12O9P3 overall, computed with ωB97M-V/def2-TZVPD.

Multiplicity: 1
LUMO, eV: -1.1
HOMO energy, hartree: -0.2844
Structure (SMILES): CCCCOc1nc2c(O)c(CCCCN)c(O)c(CCCCO)c2nc1CCCC(=O)OCC.CN(C)P(=O)(N(C)C)N(C)C.CN(C)P(=O)(N(C)C)N(C)C.CN(C)P(=O)(N(C)C)N(C)C
Net charge: 0
Energy, eV: -111315.175
Maximum force, hartree/bohr: 0.1803

Geometry as XYZ:
```
163
Properties=species:S:1:pos:R:3:mulliken_charge:R:1
H 3.299 2.376 1.038 0.078
C -5.209 5.010 -1.792 -0.388
H -4.841 3.644 -3.588 -0.074
C -6.817 2.904 -2.492 -0.663
C 2.766 -6.879 4.720 -0.750
N 3.818 -8.520 2.646 -0.109
N -5.766 -1.228 -6.755 0.125
C 2.694 2.894 5.112 -0.853
C 6.907 4.390 -0.294 -0.313
H -3.658 -2.452 -7.886 0.279
C 2.989 1.901 -0.012 -0.341
C -1.798 0.914 -1.979 0.422
O 4.797 4.648 4.255 -0.700
H -4.806 -1.169 -4.844 0.125
H 5.497 8.196 4.699 0.302
H 3.568 -1.593 -2.030 0.178
H 0.715 -1.393 -3.579 0.324
H -6.198 6.578 -2.686 0.273
H 0.926 -6.787 2.552 0.263
O 6.391 3.565 -1.401 -0.359
H -5.591 6.931 -1.173 0.255
H 2.847 2.257 5.989 0.262
P 3.930 -6.830 2.098 0.854
C -2.423 1.938 4.597 -0.304
H 8.062 4.606 -0.488 0.262
H 3.709 -6.837 5.254 0.183
C 2.525 -9.156 2.310 -1.090
H 2.302 2.687 -0.541 0.333
H 3.673 8.485 5.957 0.438
H 6.239 6.635 4.430 0.276
O -3.405 1.093 -4.155 -0.606
C -4.598 1.212 -0.164 0.334
H -4.107 5.317 -2.130 0.276
C 4.379 1.790 -0.884 -0.161
C 0.604 0.597 -2.140 0.250
H 7.801 3.121 1.471 0.282
H 1.454 5.876 5.926 0.134
H -4.347 -2.543 -5.864 0.282
O -7.789 -2.379 -6.669 -0.775
O -5.875 1.329 0.591 -0.600
P -6.702 -2.263 -7.764 0.785
C 5.085 5.771 8.216 -1.037
N 2.852 -6.371 3.360 0.068
H 4.748 3.128 8.042 0.373
H -6.062 1.048 -3.746 -0.090
H -5.104 -2.629 -11.074 0.384
H 2.535 -10.228 2.543 0.399
C -5.178 -1.888 -5.585 -0.812
N -5.451 -2.130 -9.024 -0.097
H -4.639 0.483 -6.231 -0.245
H -4.065 -0.321 -7.684 0.288
H 5.928 2.933 1.323 0.053
H 2.907 -0.405 -0.272 0.037
C -3.314 1.098 -2.657 -0.126
H 2.384 -7.902 4.779 0.285
C 3.875 3.773 8.195 -1.092
H -9.482 -0.804 -7.666 0.306
C -3.113 0.996 0.574 -0.245
H -7.209 3.097 -1.387 0.227
O 4.129 4.389 -1.404 -0.565
H -7.550 0.806 -8.334 0.320
H 0.710 4.393 5.495 0.262
H 1.687 -2.268 -0.279 0.096
H 0.960 -5.429 3.689 0.375
H 5.407 -7.891 4.558 0.374
H 2.835 7.224 6.794 0.374
N -0.436 0.729 0.390 -0.194
C 6.473 -5.812 2.181 -0.967
C 4.826 -9.393 1.988 -1.055
H -4.214 1.263 2.604 0.349
H -2.814 0.426 6.398 0.301
H 1.710 2.652 4.689 0.267
H -6.391 4.732 -3.843 0.450
H -6.890 0.658 -2.099 0.388
H 5.854 -9.118 2.233 0.306
N -0.654 0.777 -2.944 -0.506
H -6.188 -3.750 -10.212 0.375
H 3.060 -4.585 -1.066 0.301
H -3.064 -0.230 2.524 0.107
C 4.928 3.325 -1.255 0.242
H 4.283 1.186 -1.884 0.171
H 4.721 -10.431 2.320 0.405
N 4.472 6.563 5.609 0.200
N 2.822 4.316 5.446 0.132
O -1.516 -0.498 4.971 -0.526
C 3.341 7.446 5.850 -1.260
H -1.758 -1.104 4.197 0.335
C 1.579 4.804 6.024 -0.603
H 1.346 -5.016 -1.911 0.337
C 1.805 -0.972 -3.450 -0.494
H 2.910 -2.959 -3.224 0.377
H 3.426 2.595 4.359 0.210
C -6.131 1.420 -2.616 -0.790
H 0.454 -2.708 -1.636 0.162
H 3.749 3.940 9.272 0.393
C -9.164 -1.360 -8.557 -0.983
H 2.621 7.414 5.024 0.320
H 5.277 1.282 -0.284 0.329
H -6.747 -2.161 -10.754 0.317
H 1.457 4.540 7.078 0.286
C 0.752 0.589 -0.520 0.016
H -6.526 0.739 0.094 0.353
H 6.043 5.242 8.140 0.371
H 4.743 7.067 3.559 0.301
C 1.602 -2.759 -1.353 -0.071
H -3.424 2.521 4.770 0.324
C -2.649 0.406 5.230 -0.466
H 4.720 -9.360 0.897 0.367
H -3.616 -0.121 4.781 0.220
C 6.805 3.698 1.190 -0.376
H 1.697 -8.752 2.894 0.263
C 2.238 0.425 0.211 -0.277
C -2.044 1.874 2.971 -0.249
H 2.279 -0.973 -4.545 0.295
H -3.990 1.842 -4.472 0.313
H 6.397 -5.768 1.089 0.303
H 6.287 -4.811 2.590 0.291
H 6.383 5.456 -0.308 0.280
N 4.021 5.052 7.467 -0.127
H -8.052 0.418 -9.984 0.457
C 5.270 7.138 4.519 -0.949
H -4.458 -3.930 -8.443 0.369
H -9.482 -2.403 -8.456 0.305
H 7.516 -6.074 2.397 0.306
H -7.804 2.888 -3.163 0.364
H 2.106 0.316 1.383 0.346
H -6.391 0.195 -9.558 0.360
C -4.703 1.258 -1.800 0.713
N -7.712 -1.265 -8.756 0.208
H -9.717 -0.961 -9.416 0.306
C 5.889 -7.005 4.135 -1.279
H 6.658 4.541 2.009 0.055
H 5.239 6.794 7.865 0.306
H 6.962 -7.201 4.245 0.442
C 2.593 -2.082 -2.479 -0.384
N -6.153 6.210 -1.708 -0.653
H 2.097 -6.260 5.331 0.377
H 4.820 5.869 9.274 0.399
H -3.527 -2.898 -9.555 0.386
N 5.540 -6.799 2.738 0.196
H 2.286 -9.032 1.248 0.379
H -0.992 1.310 2.936 0.106
C -7.405 0.099 -9.159 -1.264
H -5.916 -2.501 -5.062 0.298
C -3.141 0.920 2.214 -0.471
C -4.223 -2.893 -8.707 -1.095
H -5.524 0.672 -7.687 0.173
O 4.028 -5.361 1.621 -0.755
C -5.899 -2.698 -10.323 -1.021
C -4.968 -0.068 -7.122 -0.088
H -1.888 2.932 2.494 0.317
H 2.986 3.219 7.893 0.271
H 5.652 -6.125 4.745 0.312
C 1.527 -5.942 2.902 -0.788
H 1.473 -4.700 -0.039 0.068
C -5.807 4.081 -3.048 -0.223
O 1.868 0.404 -2.925 -0.378
P 4.436 4.836 5.749 0.735
H 1.603 -5.231 2.076 0.022
H -1.502 2.377 5.190 0.091
C 1.908 -4.383 -1.102 -0.867
H -5.161 4.387 -0.787 0.182
C -1.733 0.874 -0.354 0.151
```

***

C44H96N5O3Sr as an isolated structure, computed with ωB97M-V/def2-TZVPD.

Multiplicity: 2
LUMO (spin up / spin down), eV: -7.5 / -7.7
HOMO energy (spin up / spin down), hartree: -0.4729 / -0.6559
Net charge: +4
Energy, eV: -61572.412
Maximum force, hartree/bohr: 0.0994

Geometry as XYZ:
```
149
Properties=species:S:1:pos:R:3:mulliken_charge:R:1
C -2.952 -4.618 3.894 -0.795
C -0.898 -0.116 3.862 -0.708
H -3.823 -0.418 -1.882 0.356
C -5.873 2.363 -4.477 -0.699
C -2.464 -1.988 -2.456 -1.013
H 4.079 4.828 -5.050 0.398
H -5.061 -4.513 5.819 0.381
C 4.068 6.885 -1.631 -0.909
H 4.772 2.500 -0.870 0.385
H 4.825 -2.426 1.645 0.302
C 3.388 1.687 4.298 -0.406
H 4.923 2.805 5.496 0.359
H -2.378 0.021 -3.030 0.154
H -5.776 -5.290 -0.477 0.407
C 3.198 4.977 -3.055 -0.557
H -2.129 2.562 -7.673 0.326
N 3.093 0.134 4.517 0.672
H -5.730 -0.715 -5.710 0.365
H -1.893 -2.257 -3.345 0.395
C -1.669 1.666 -8.091 -1.321
H -1.400 -6.982 2.026 0.478
H -1.781 -0.561 -5.590 -0.087
H -0.539 1.084 -6.277 0.344
H -7.202 1.882 -6.084 0.362
H -0.797 2.130 -8.551 0.390
H 2.871 5.918 -3.497 0.463
H 3.071 2.093 1.154 -0.209
H 2.529 -2.465 3.281 -0.557
H -5.152 -2.389 -0.277 0.342
H 5.163 9.493 -1.565 0.341
H -5.543 0.937 -2.918 0.419
H 4.705 1.211 7.186 0.435
C -3.204 -0.633 -2.754 0.137
C -5.778 -3.189 -0.672 -1.295
H 5.484 2.851 -3.349 0.289
H -3.493 1.957 -6.048 0.516
C 5.038 7.387 -0.731 -0.188
H 3.959 9.103 -0.332 0.365
C 3.733 4.422 -0.668 -1.125
C 3.949 4.204 -4.166 -0.790
H -2.067 -4.533 4.525 0.514
O 1.110 -1.924 -1.344 -0.759
H -1.841 -6.825 3.762 0.324
H -1.290 1.405 5.402 0.351
C 5.307 3.891 -3.623 -0.734
C 1.526 -0.250 4.685 -0.939
H 1.825 2.436 0.051 0.346
C -4.160 -0.829 -3.813 -1.376
H 0.670 -6.435 2.729 0.372
H -1.911 1.876 3.897 0.373
H -3.806 -6.578 4.344 0.345
C -5.062 -4.468 -0.417 -0.440
C -3.084 1.227 -5.349 -0.805
C 4.987 8.928 -0.649 -1.314
H -6.022 -2.995 -1.716 0.273
C -1.379 -6.337 2.904 -0.533
H -6.694 -3.313 -0.093 0.484
C -2.308 0.179 -6.193 0.002
C 3.559 -2.171 3.479 0.532
N -2.371 -5.136 2.557 0.495
H 0.366 -5.844 4.303 0.392
C 5.560 4.968 -2.465 -0.718
C -3.319 -5.527 1.363 -0.964
H -5.063 -4.207 1.694 0.267
H -3.226 -2.684 -2.105 0.054
C 3.935 -0.137 5.792 -0.831
H 2.310 4.455 -2.697 0.293
H -2.278 1.363 -8.942 0.362
H 5.811 5.911 -2.950 0.586
H 0.428 -3.448 3.170 -0.460
H -0.913 -1.059 4.408 0.402
C 3.940 2.339 5.561 -0.720
C -4.325 -4.385 0.912 -0.365
H -3.850 -1.408 -4.683 0.566
H 6.042 7.049 -0.989 0.431
H 4.064 -3.913 2.198 0.371
H 4.881 6.988 0.271 0.243
H -2.591 -5.797 0.598 0.535
H 2.163 0.197 0.244 -0.443
C -1.315 -4.060 2.096 -0.957
C 4.527 -2.984 2.532 -1.532
H -4.220 -4.586 -1.098 0.296
H 5.771 9.184 0.064 0.375
C -4.084 -5.524 4.338 -0.344
H 3.849 0.204 -0.379 0.472
H -1.381 -0.283 2.899 0.314
H 2.420 0.512 -1.359 0.535
H 2.716 4.805 -0.592 0.358
O 0.974 -1.951 0.843 -0.480
H -5.112 -1.108 -3.361 0.527
N 1.509 -2.192 -0.244 1.251
H -6.566 2.924 -3.850 0.450
H 3.527 2.701 -2.025 0.388
H 3.918 1.686 3.346 0.425
H -7.264 0.847 -4.658 0.309
C -1.242 0.640 -6.982 -0.774
C 3.750 2.864 -0.971 -0.268
H -2.965 -0.361 -6.875 0.452
C 0.024 -5.746 3.273 -0.954
H 5.507 -3.154 2.977 0.441
C 3.582 -0.651 3.284 -0.909
H 4.642 -0.412 3.194 0.830
H 3.017 -0.397 2.387 0.017
H -2.440 1.601 -4.553 0.315
H 1.388 -1.301 4.939 0.499
C -6.593 1.369 -5.339 -0.498
H -1.291 -4.148 1.010 0.365
H 4.381 4.642 0.181 0.479
H 0.546 1.463 3.678 0.482
C 0.548 0.377 3.578 0.479
N 4.154 5.354 -1.941 0.401
H -0.667 -0.160 -7.449 0.397
H 6.150 4.016 -4.303 0.504
Sr 2.640 -3.259 -2.930 0.814
H -3.864 -6.442 1.596 0.497
H -5.014 -5.466 3.773 0.268
H 1.394 0.201 5.669 0.470
H 0.643 -4.444 1.681 0.291
H -4.192 2.123 -3.144 0.270
H -4.964 -6.142 6.229 0.398
O 2.632 -2.682 -0.212 -0.680
H 3.709 -2.390 4.537 0.437
H -1.626 -3.063 2.408 0.280
C 2.884 0.710 -0.392 -0.845
C -5.474 0.343 -5.639 -0.736
C 3.805 1.231 6.573 -0.750
C -4.977 1.541 -3.628 -0.570
C 2.864 2.109 0.084 -0.137
H 2.489 2.269 4.095 0.199
H 2.949 1.299 7.244 0.368
H -3.492 -5.229 6.504 0.337
H 6.330 4.628 -1.772 0.281
H -3.680 -3.508 0.868 0.177
C 0.094 -4.324 2.615 0.584
H 3.387 3.189 5.962 0.337
H -5.048 0.510 -6.628 0.363
H -2.781 0.616 4.605 0.438
H 3.556 -1.005 6.330 0.426
H 3.392 3.441 -4.710 0.369
H -5.265 3.061 -5.052 0.307
C -4.346 -5.336 5.834 -1.481
H 4.989 -0.319 5.580 0.479
H 0.825 0.148 2.549 -0.439
N -4.352 0.552 -4.612 0.487
C -1.760 0.988 4.511 -1.597
H -1.652 -1.859 -1.741 0.160
H -3.333 -3.609 3.741 0.429
H 3.029 7.033 -1.337 0.499
H 4.214 7.362 -2.600 0.390
```

***

A 7-piece molecular cluster, C45H100N4O7 overall, computed with ωB97M-V/def2-TZVPD.

Multiplicity: 2
ΔE to the lowest compared entry with this formula, charge and spin, kJ/mol: 0.0
LUMO (spin up / spin down), eV: -2.2 / -6.6
HOMO energy (spin up / spin down), hartree: -0.3792 / -0.3792
Net charge: +1
Energy, eV: -68561.867
Maximum force, hartree/bohr: 0.0802

Geometry as XYZ:
```
156
Properties=species:S:1:pos:R:3:mulliken_charge:R:1
H -6.643 17.699 -7.534 -0.264
H -12.836 12.909 -0.609 0.371
H -2.056 17.200 -11.290 0.494
H -10.780 24.978 -6.069 0.314
H -13.057 24.272 -3.647 0.366
H -11.170 15.729 -2.459 0.263
C -8.841 17.996 -6.917 1.642
C -13.120 20.890 -10.649 -1.507
H -11.468 22.986 -9.566 0.385
H -13.390 17.469 -2.357 0.285
C -2.443 18.104 -9.076 -1.497
C -8.990 19.045 -8.043 -1.052
H -8.253 19.825 -7.850 0.339
H -9.424 15.042 -0.275 0.418
H -2.843 18.300 -8.081 0.089
H -13.508 15.383 2.138 0.302
C -14.599 15.775 -0.738 -1.592
C -10.329 12.352 -6.231 -2.071
C -8.789 12.779 -10.641 -1.817
H -12.281 22.885 -5.454 0.326
H -2.837 18.808 -4.368 0.404
H -11.364 12.207 -6.541 0.383
H -12.171 12.668 0.861 0.457
H -14.566 15.162 -1.639 0.320
C -13.230 17.138 0.895 -1.102
C -9.935 19.484 -5.082 0.023
H -3.912 16.941 -5.230 0.327
H -7.246 12.780 -7.565 0.356
C -11.295 25.317 -5.170 -1.136
O -10.965 13.478 -8.676 -0.377
H -12.528 15.758 -6.683 0.558
C -2.748 18.028 -11.442 -2.002
H -11.310 12.633 -11.217 0.328
H -9.774 9.599 -9.959 0.470
H -10.565 16.023 1.646 0.417
C -9.428 12.163 -7.411 2.813
H -13.206 18.631 -7.048 0.574
H -12.210 18.383 -1.345 0.492
C -12.029 22.414 -8.826 -1.237
H -10.876 17.850 -4.059 -0.017
C -4.492 16.909 -10.041 -1.232
C -13.177 17.880 -1.371 -1.846
H -11.927 22.065 -3.986 0.439
H -3.258 20.780 -9.542 0.372
H -6.528 18.354 -9.524 -0.564
N -10.015 17.062 -6.760 0.860
O -3.476 19.118 -3.723 -0.545
C -4.952 19.437 -5.798 -0.770
O -3.589 20.523 -10.406 -0.599
N -10.244 12.278 -8.616 -0.070
H -7.960 10.946 -6.733 0.467
C -9.742 11.830 -9.963 1.451
H -5.597 16.945 -5.085 0.027
H -11.721 15.875 -5.047 0.460
H -8.253 13.921 -8.166 0.170
C -11.289 24.257 -4.142 -0.020
H -4.571 16.768 -3.591 0.356
H -8.830 18.544 -8.998 0.215
H -12.298 25.725 -5.301 0.328
O -10.220 16.282 -7.798 -0.272
C -12.229 16.401 -5.856 -1.998
H -1.633 18.804 -9.282 0.464
C -4.702 17.265 -4.552 -0.794
H -6.012 21.655 -10.504 0.520
H -13.245 16.686 -5.581 0.425
H -6.365 16.113 -10.725 0.222
H -11.970 19.116 -4.869 0.445
H -12.738 23.119 -8.393 0.383
H -10.618 26.056 -4.742 0.319
O -14.309 21.539 -8.717 -0.611
C -11.504 22.774 -4.697 -1.080
H -7.856 12.942 -10.101 0.320
H -5.420 19.090 -3.622 0.326
H -7.152 10.619 -8.784 0.336
C -10.101 14.214 -0.068 -2.046
C -9.027 10.392 -9.910 -0.985
O -12.267 24.452 -3.132 -0.540
H -2.077 17.078 -9.037 0.413
H -7.314 18.499 -11.090 1.047
H -8.469 12.618 -11.671 0.444
C -11.300 17.623 -6.200 1.766
H -7.873 19.649 -5.726 0.681
H -10.174 20.315 -5.747 -0.690
H -10.003 13.454 -0.843 0.367
H -12.166 20.693 -11.140 0.336
C -13.212 16.509 -0.550 1.236
C -13.011 21.293 -9.208 2.426
H -3.975 19.371 -6.279 0.194
C -5.519 19.763 -12.497 -1.540
H -9.667 20.001 -4.161 0.853
H -3.314 17.634 -12.286 0.377
H -14.291 21.193 -7.822 0.363
H -4.984 20.522 -5.702 0.435
C -8.260 13.145 -7.401 -1.903
N -12.015 15.756 -0.761 0.222
H -2.287 18.984 -11.690 0.392
C -8.828 10.771 -7.369 -1.430
C -11.100 18.461 -4.933 -0.828
C -10.999 11.649 -10.866 -1.886
C -8.170 10.248 -8.665 -0.676
C -4.649 18.776 -4.326 0.124
H -10.237 13.311 -5.721 0.134
H -7.218 16.555 -6.430 0.395
H -14.287 17.390 0.981 0.425
C -8.658 18.900 -5.617 -1.512
H -7.491 20.868 -10.623 0.431
H -10.853 11.028 -11.749 0.438
C -11.548 14.664 0.170 1.541
O -11.977 15.354 -2.100 -0.352
C -12.712 16.100 1.936 -0.814
H -10.463 15.438 -7.411 0.489
H -9.414 10.026 -6.831 0.469
H -8.307 13.889 -6.606 0.468
H -7.722 16.488 -8.035 0.424
H -11.260 14.634 2.410 0.432
H -4.783 16.735 -9.005 0.229
H -14.802 15.149 0.131 0.366
H -5.518 16.981 -12.019 0.387
C -5.604 19.526 -10.945 1.158
H -3.845 16.049 -10.211 0.557
H -13.520 21.824 -11.043 0.385
H -10.008 19.389 -8.222 -0.060
C -7.568 17.207 -7.231 -1.277
H -6.501 20.707 -9.201 0.206
C -11.423 15.352 1.605 -1.044
H -11.421 22.117 -7.971 0.127
H -12.623 16.661 2.866 0.442
N -4.384 19.437 -10.149 0.701
H -11.713 19.556 -7.165 0.167
H -12.685 18.077 0.990 0.427
C -5.730 16.970 -10.949 -0.977
H -10.359 24.146 -3.585 0.384
H -13.762 20.016 -10.763 0.372
H -12.049 18.147 -8.152 0.478
C -12.595 13.489 0.282 -1.648
H -15.466 16.436 -0.730 0.443
H -4.707 19.159 -12.904 0.321
H -6.419 19.457 -13.030 0.355
C -12.123 18.546 -7.141 -2.322
H -10.413 14.108 -9.145 0.216
H -8.281 10.219 -10.686 0.296
C -6.370 18.266 -10.599 -0.336
H -14.062 18.501 -1.230 0.426
H -9.346 13.715 -10.654 0.417
H -9.750 13.688 0.820 0.482
H -12.719 20.405 -8.648 -1.479
H -11.846 11.129 -10.418 0.434
H -8.043 9.166 -8.661 0.394
C -3.539 18.181 -10.158 1.478
H -10.059 11.751 -5.363 0.495
H -5.478 20.846 -12.614 0.381
H -13.579 13.566 0.744 0.316
H -10.596 22.289 -5.055 0.326
C -6.468 20.688 -10.291 -1.853
H -5.819 19.130 -6.383 -0.059
H -8.234 18.283 -4.824 0.419
```